Here is a molecular structure, C10H19Cl8Mg2O2 at a distorted geometry from the OMol25 dataset. Energies are from the ωB97M-V functional and the def2-TZVPD basis.

```
41
Properties=species:S:1:pos:R:3
Cl 2.32695 -5.37153 -0.53049
Cl -2.91953 -0.65068 2.29213
Cl 1.55747 -3.04333 2.97066
Cl 3.34867 3.17790 0.52336
Cl -0.22586 2.66683 1.61140
Cl -2.50106 2.52290 -2.76104
Cl -2.17369 5.79422 -1.36092
Cl 2.64259 -0.87089 -0.56306
Mg -4.16199 -0.77115 -2.71794
Mg -3.55999 -4.01346 -0.57741
O -1.65017 -3.30758 -0.49580
O -3.13428 -2.06678 -1.37273
C -1.92477 -2.19582 -0.98812
C 2.69336 1.80332 -0.34838
C 2.67883 -4.25932 0.83945
C 3.48020 0.55268 0.17961
C 1.34699 -3.75867 1.35022
C -0.92342 1.14663 2.22386
C -1.49327 3.15248 -1.46945
C -0.90526 -1.11695 -1.13498
C -2.39160 0.90644 1.66032
C -0.92313 4.51929 -1.84302
H -0.17144 -1.16517 -0.33044
H -0.28869 0.29751 1.97045
H 4.51723 0.55722 -0.15603
H 2.87190 1.93153 -1.41599
H -1.28150 -0.09417 -1.11346
H -2.47414 0.77191 0.58180
H -0.72829 2.40369 -1.26397
H -0.33986 -1.37280 -2.03106
H -0.07627 4.70168 -1.18147
H -1.96274 3.12627 -0.48608
H 1.01682 -2.87688 0.80109
H -0.53918 4.64301 -2.85562
H 3.41149 0.36887 1.25180
H 1.62634 1.68021 -0.16289
H 3.29143 -4.74204 1.60089
H 3.31969 -3.42960 0.54118
H 0.60681 -4.54853 1.47807
H -2.98325 1.76675 1.97323
H -1.00332 1.16419 3.31078
```

Properties
**LUMO energy**: -14.71 eV
**Net charge**: +3
**Frontier orbital gap**: 2.024 eV
**Energy above the lowest of the compared OMol25 structures with the same formula, charge and spin**: 9.1 kcal/mol
**Highest occupied orbital energy**: -16.7 eV